# C8H10O3

C8H10O3 in the gas phase at a distorted geometry (wB97M-V/def2-TZVPD, the OMol25 dataset).

Atoms and positions in Å:
C1 3.542 -0.417 0.108
O1 2.295 -0.810 -0.559
C2 1.098 -0.182 -0.291
C3 1.093 1.300 -0.307
C4 -0.093 1.815 -0.216
C5 -1.348 0.961 -0.050
O2 -2.578 1.551 -0.180
C6 -1.188 -0.365 0.059
C7 -2.361 -1.101 0.560
O3 -3.081 -1.384 -0.823
C8 0.033 -0.990 -0.153
H1 4.278 -0.958 -0.358
H2 3.475 -0.803 1.139
H3 3.829 0.743 0.002
H4 1.976 1.880 -0.387
H5 -0.285 2.868 -0.128
H6 -2.501 2.547 0.045
H7 -2.945 -0.420 1.058
H8 -1.959 -1.943 1.249
H9 -3.393 -2.248 -0.801
H10 0.112 -2.046 0.031

* lowest unoccupied orbital energy: 0.77 eV
* relative energy (zero: lowest compared OMol25 entry of this formula, charge and spin): 2.872 eV
* gap between HOMO and LUMO: 8.56 eV
* 2S+1: 1
* SMILES string: COc1ccc(O)c(CO)c1